Arrangement one

C5H11NO2 | ωB97M-V/def2-TZVPD

The calculation puts the HOMO energy at -8.15 eV. As for the charge: 0. The calculation puts the LUMO energy at -2.73 eV.

Each line ends with the Löwdin charge.
Element x y z (Å)
C: 0.01481 2.40128 -0.76031  -0.094
N: -0.99080 1.47695 -0.24044  -0.050
C: 0.70580 -1.54689 -1.23826  0.162
C: 0.08991 -0.32385 -1.34390  -0.100
C: -0.62148 0.10171 -0.18779  -0.289
C: 0.56666 -0.09794 1.11126  -0.323
O: 0.59098 0.88559 1.88534  -0.038
O: -0.50260 -2.67466 0.58251  -0.263
H: 0.17399 3.17699 -0.02504  0.085
H: 0.97409 1.88417 -0.88346  0.087
H: -0.30172 2.80201 -1.72090  0.080
H: -1.18431 1.72261 0.72738  0.113
H: 0.10314 -2.36669 -0.51724  -0.003
H: -0.31289 -3.56200 0.91117  0.001
H: 1.79103 -1.68679 -1.35573  0.103
H: -0.07847 0.11926 -2.33479  0.142
H: 0.22798 -1.08552 1.48790  0.117
H: -1.47870 -0.53382 0.00691  0.163
H: 1.55452 -0.23328 0.58324  0.108

---

Arrangement two

C5H11NO2 | ωB97M-V/def2-TZVPD

The calculation puts the HOMO energy at -10.02 eV. As for the charge: 0. As for the SMILES: [H]/N=C(/C)OC(C)(C)O. The calculation puts the LUMO energy at 0.79 eV.

Each line ends with the Löwdin charge.
Element x y z (Å)
H: 1.79316 0.56904 0.86568  0.040
N: 1.82625 1.11313 0.00851  0.156
C: 0.73412 1.17742 -0.61650  -0.532
C: 0.65104 1.94871 -1.90260  -0.017
O: -0.45822 0.62564 -0.29698  -0.042
C: -0.70824 -0.77449 0.43539  -0.553
C: -0.99054 -0.54147 1.90814  0.002
C: 0.41046 -1.75324 0.14319  -0.002
O: -1.82445 -1.09399 -0.28644  0.006
H: -0.13368 2.70028 -1.83012  0.081
H: 0.40251 1.27054 -2.72001  0.084
H: 1.60478 2.42780 -2.10277  0.078
H: -1.34695 -1.47430 2.34315  0.096
H: -1.76688 0.21323 2.01860  0.092
H: -0.09598 -0.21466 2.43239  0.084
H: 0.01054 -2.75391 0.30650  0.098
H: 0.71813 -1.67739 -0.89684  0.098
H: 1.26611 -1.59380 0.79386  0.080
H: -2.09217 -0.16855 -0.60315  0.154

---

Most stable to least stable, the ends of the list are arrangement two and arrangement one.

---

Arrangement one

C3H4BrN | ωB97M-V/def2-TZVPD

The calculation puts the HOMO energy at -9.48 eV. As for the charge: 0. As for the SMILES: NCC#CBr. The calculation puts the LUMO energy at 0.85 eV.

Each line ends with the Löwdin charge.
Element x y z (Å)
N: -0.96757 -1.03422 0.17802  -0.009
C: -0.53472 0.32234 0.44571  -0.312
C: 0.62011 0.66431 -0.38487  -0.149
C: 1.61588 0.50580 -1.00410  -0.674
Br: 3.01491 0.80642 -2.06938  0.761
H: -1.87979 -1.09575 0.63891  0.072
H: -0.40599 -1.54902 0.83645  0.063
H: -1.27992 0.96441 -0.10371  0.136
H: -0.18291 0.41571 1.46297  0.112

---

Arrangement two

C3H4BrN | ωB97M-V/def2-TZVPD

The calculation puts the HOMO energy at -8.55 eV. As for the charge: 0. As for the SMILES: CC1=C(Br)N1. The calculation puts the LUMO energy at 0.30 eV.

Each line ends with the Löwdin charge.
Element x y z (Å)
C: -1.23893 0.59475 0.03254  -0.046
C: 0.19877 0.14235 0.27016  -0.276
C: 1.74710 -0.44750 0.83306  -0.332
Br: 3.34999 0.36677 -0.27532  0.263
N: 0.58722 -0.96621 -0.13304  -0.031
H: -1.04238 1.22480 -0.92994  0.120
H: -1.72658 1.07650 0.90563  0.078
H: -1.98424 -0.20835 -0.22233  0.083
H: 0.10906 -1.78311 -0.48077  0.142

---

Arrangement three

C3H4BrN | ωB97M-V/def2-TZVPD

The calculation puts the HOMO energy at -10.30 eV. As for the charge: 0. The calculation puts the LUMO energy at -0.08 eV.

Each line ends with the Löwdin charge.
Element x y z (Å)
C: 0.90104 0.27164 1.24975  -0.321
C: -0.84108 -0.76690 -0.07806  -0.048
C: -0.43850 0.14060 0.81173  -0.759
N: 2.00533 0.58448 1.38103  0.177
Br: -1.66426 1.36834 1.70223  0.694
H: 0.86709 0.66851 -2.08806  0.076
H: -1.89951 -0.78143 -0.44792  0.088
H: -0.06701 -1.30031 -0.69993  0.052
H: 1.13690 -0.18492 -1.83077  0.040

---

Most stable to least stable, the ends of the list are arrangement three and arrangement two.

---

Arrangement one

C3H9NO3S | ωB97M-V/def2-TZVPD

The calculation puts the HOMO energy at -9.02 eV. As for the charge: 0. As for the SMILES: N[C@H](CS)C(=O)O.O. The calculation puts the LUMO energy at 0.27 eV.

Each line ends with the Löwdin charge.
Element x y z (Å)
N: 0.84674 -0.61429 0.28841  0.036
C: -0.44578 0.05007 0.42804  -0.364
C: -1.39230 -0.86358 1.18498  -0.540
S: -0.92917 -1.32790 2.87201  0.723
C: -1.11318 0.25563 -0.94271  -0.495
O: -2.28812 0.32246 -1.13355  0.125
O: -0.20185 0.36649 -1.92806  0.096
H: 1.42625 -0.14857 -0.41605  0.039
H: 1.37462 -0.51517 1.14652  0.061
H: -0.31213 1.08598 0.77976  0.158
H: -1.59403 -1.77290 0.61089  0.085
H: -2.41738 -0.48879 1.22504  0.076
H: 0.35784 -1.58295 2.68668  -0.174
H: -0.59723 0.48009 -2.80299  0.133
O: 2.48379 1.55895 -0.94260  -0.058
H: 2.96378 1.09291 -1.64486  0.057
H: 1.83815 2.10157 -1.41149  0.042

---

Arrangement two

C3H9NO3S | ωB97M-V/def2-TZVPD

The calculation puts the HOMO energy at -9.13 eV. As for the charge: 0. As for the SMILES: O=C(O)NCCS.O. The calculation puts the LUMO energy at 0.30 eV.

Each line ends with the Löwdin charge.
Element x y z (Å)
O: 1.41751 0.90804 2.20144  0.086
C: 0.50922 1.21725 1.47922  -0.616
O: -0.30790 2.29359 1.71421  0.080
N: 0.39302 0.70204 0.21348  0.073
C: 1.21563 -0.55609 0.06364  -0.269
C: 1.18537 -0.97856 -1.36751  -0.543
S: -0.20369 -2.14849 -1.59687  0.688
H: -0.80503 2.24769 2.54580  0.119
H: -0.49410 0.66854 -0.30536  0.107
H: 2.20221 -0.29910 0.57133  0.139
H: 0.81016 -1.42300 0.66824  0.116
H: 1.03307 -0.24171 -2.11685  0.054
H: 2.12919 -1.54507 -1.63412  0.088
H: -0.84319 -2.12001 -2.80376  -0.151
O: -2.50067 0.07118 0.25077  -0.083
H: -2.82609 0.89791 0.70402  0.071
H: -2.91474 0.30577 -0.58768  0.042

---

Most stable to least stable, the ends of the list are arrangement one and arrangement two.